(1)
{
  "formula": "C20H41N2OP3V",
  "method": "wB97M-V/def2-TZVPD",
  "e_homo_ev": [-15.91, -15.87],
  "e_above_lowest_ev": 9.628,
  "charge": 3,
  "lumo_ev": [-11.4, -11.1],
  "homo_lumo_gap_ev": [4.49, 4.79],
  "s_squared": 2.42,
  "multiplicity": 3,
  "e_tot_ev": -79950.5108,
  "symbols": ["V", "P", "P", "P", "H", "C", "C", "H", "C", "C", "C", "C", "C", "C", "C", "C", "C", "H", "H", "H", "H", "H", "H", "H", "H", "H", "H", "H", "H", "H", "H", "H", "H", "H", "H", "H", "H", "H", "H", "H", "H", "H", "H", "H", "H", "H", "C", "C", "C", "C", "C", "C", "O", "H", "H", "H", "H", "H", "H", "N", "C", "C", "C", "N", "H", "H", "H", "H"],
  "coordinates": [[1.033482, 0.517479, 0.127715], [1.576667, 0.352020, 2.343745], [-3.408188, -0.531804, 0.897706], [3.138091, 0.707954, -0.804469], [-1.077302, 0.373688, 2.166383], [-1.200653, 0.388701, 1.031311], [-1.645870, 1.605035, 0.502201], [-2.347029, 2.196385, 1.127199], [1.204558, 1.855981, 3.349145], [0.766288, -0.991978, 3.274333], [3.363871, 0.068163, 2.747412], [-5.107847, -0.143625, 1.428626], [-2.989830, -1.811167, -0.327335], [-3.049976, -1.555094, 2.402379], [2.918359, 0.361226, -2.567879], [4.577919, -0.279066, -0.306411], [3.535291, 2.441200, -0.567531], [-0.914744, -0.566467, 0.422167], [-1.026662, 2.290739, -0.116099], [1.717647, 1.876142, 4.330698], [0.117982, 1.925532, 3.495147], [1.492265, 2.749665, 2.776382], [1.388069, -1.285735, 4.129167], [0.658291, -1.869104, 2.622258], [-0.247883, -0.757546, 3.645543], [3.560852, -0.220768, 3.794376], [3.931159, 0.971510, 2.507553], [3.810927, -0.716419, 2.114683], [-5.448026, -0.983298, 2.065624], [-5.806468, -0.100902, 0.582130], [-5.156255, 0.848280, 1.943259], [-3.494638, -2.700546, 0.028883], [-1.921902, -2.006778, -0.440644], [-3.420109, -1.536213, -1.291336], [-3.356851, -1.095302, 3.353976], [-2.023655, -1.920406, 2.595784], [-3.708605, -2.446537, 2.267554], [3.906549, 0.396025, -3.025260], [2.203726, 1.060599, -3.035296], [2.487351, -0.642222, -2.694771], [5.358273, -0.082445, -1.059797], [4.303495, -1.346365, -0.331020], [4.946304, -0.064643, 0.716549], [4.503721, 2.657766, -1.030794], [3.536587, 2.717483, 0.498135], [2.730279, 3.030067, -1.033086], [-2.751010, 1.347156, -2.207356], [-1.517103, 0.628030, -2.139259], [-0.361475, 1.149593, -2.678667], [-0.494552, 1.799515, -3.920765], [-1.823584, 2.190039, -4.325963], [-2.914948, 2.041578, -3.456801], [-3.676356, 1.444442, -1.271629], [-3.974556, 0.546696, -0.329774], [-1.559792, -0.207527, -1.503790], [0.567834, 1.152126, -2.038166], [0.437435, 2.018687, -4.471814], [-1.959640, 2.688310, -5.324356], [-3.869046, 2.454141, -3.748571], [1.397934, -2.293249, 0.036616], [1.465974, -3.487013, -0.577505], [0.714133, -3.415692, -1.759974], [0.200001, -2.112335, -1.840503], [0.679032, -1.395476, -0.781564], [1.848461, -2.068180, 0.945335], [2.118900, -4.243874, -0.187388], [0.581115, -4.218451, -2.479464], [-0.524264, -1.755728, -2.594934]],
  "atomic_forces_ev_per_a": [[-3.89, -1.08, -2.46], [1.54, 0.09, 3.55], [0.68, -1.47, 2.10], [1.49, -0.08, -0.22], [-1.21, -0.63, -1.70], [0.68, -0.85, 1.04], [1.95, 2.79, 0.59], [0.60, -0.33, -0.24], [-0.27, 0.33, -0.51], [-0.43, -0.64, -0.07], [0.18, -0.39, -0.44], [-1.45, -0.79, -0.27], [-1.68, -0.32, -0.32], [0.01, -0.60, 0.77], [-0.27, 0.00, -0.18], [0.11, -0.31, 0.25], [-0.26, 0.50, 0.01], [-0.09, 1.95, 1.19], [-0.86, -0.78, -0.62], [-0.18, -0.29, -0.59], [0.27, -0.04, 0.07], [0.06, -0.13, 0.26], [-0.11, 0.19, -0.18], [-0.05, 0.02, 0.28], [0.58, 0.10, -0.19], [-0.41, 0.31, -0.34], [-0.10, 0.07, 0.18], [-0.42, 0.09, 0.37], [-0.08, 0.69, -0.08], [0.08, 0.16, 0.07], [0.34, -0.87, -0.33], [0.10, -0.55, -0.30], [-0.20, 0.14, 0.32], [0.13, -0.17, -0.14], [-0.09, 0.19, -0.46], [-0.34, 0.22, -0.65], [0.49, 0.52, 0.19], [-0.07, 0.09, -0.28], [0.74, -0.18, 0.11], [0.29, 0.20, 0.06], [-0.12, -0.16, 0.36], [0.21, 0.30, -0.18], [-0.12, 0.16, -0.92], [-0.16, 0.25, 0.09], [0.27, -0.17, -0.28], [0.40, 0.07, -0.11], [1.16, -0.49, -2.53], [-2.17, 1.46, 1.96], [-0.17, 0.17, -1.51], [0.20, 0.66, 0.88], [0.77, -0.13, -0.15], [0.85, -0.15, 0.06], [-1.45, -1.86, 2.16], [2.11, 2.87, -2.89], [0.48, -0.52, 1.28], [-0.31, -0.65, -1.21], [-0.92, 0.36, 0.09], [0.11, -0.60, 1.24], [-0.11, 0.09, 0.20], [-0.17, -0.22, -1.34], [-0.29, 0.63, -0.70], [0.21, 0.04, 0.41], [0.90, -0.79, 0.73], [0.45, 0.45, 1.79], [-0.57, 0.07, -1.25], [-0.17, -0.45, 0.13], [-0.06, 0.22, 0.24], [0.87, 0.25, 0.61]],
  "lowdin_spin": [1.7817, -0.0003, -0.0423, -0.0240, 0.0115, -0.0686, 0.3770, 0.0092, -0.0015, 0.0074, 0.0012, -0.0322, -0.0007, 0.0108, 0.0043, -0.0033, -0.0092, -0.0031, 0.0160, -0.0011, 0.0002, 0.0003, 0.0009, 0.0000, 0.0011, 0.0000, -0.0001, -0.0001, -0.0043, -0.0003, 0.0002, 0.0007, 0.0000, 0.0000, -0.0001, 0.0004, 0.0020, 0.0002, -0.0001, -0.0001, -0.0017, -0.0001, 0.0000, -0.0027, -0.0005, 0.0014, 0.0075, -0.0021, 0.0053, -0.0015, 0.0074, -0.0061, -0.0529, 0.0011, 0.0014, 0.0028, -0.0002, 0.0000, -0.0001, 0.0118, 0.0038, -0.0024, 0.0017, -0.0110, 0.0034, 0.0002, -0.0002, 0.0001]
}


(2)
{
  "formula": "C40H32AsBrCl5InN2O3P",
  "method": "wB97M-V/def2-TZVPD",
  "e_homo_ev": -10.69,
  "e_above_lowest_ev": 0.767,
  "charge": 1,
  "lumo_ev": -2.9,
  "homo_lumo_gap_ev": 7.78,
  "e_tot_ev": -259074.6412,
  "symbols": ["In", "Cl", "C", "C", "C", "Cl", "C", "Cl", "C", "Cl", "C", "Cl", "C", "C", "N", "O", "H", "H", "H", "H", "H", "Br", "C", "C", "N", "C", "C", "C", "C", "O", "O", "H", "H", "H", "C", "C", "As", "C", "C", "C", "C", "C", "C", "C", "C", "C", "C", "C", "C", "P", "C", "C", "C", "C", "C", "C", "C", "C", "C", "C", "C", "C", "H", "H", "H", "H", "H", "H", "H", "H", "H", "H", "H", "H", "H", "H", "H", "H", "H", "H", "H", "H", "H", "H", "H", "H"],
  "coordinates": [[1.799493, -2.000356, -0.006391], [2.289402, -2.707177, 3.184111], [3.771173, -2.403375, 2.361388], [3.716923, -2.088838, 1.012926], [4.879838, -1.827913, 0.308101], [4.725165, -1.453582, -1.362801], [6.116854, -1.887324, 0.943089], [7.554571, -1.585710, 0.064873], [6.166432, -2.209278, 2.302516], [7.678513, -2.293867, 3.097401], [4.995664, -2.468311, 3.019910], [5.058391, -2.867587, 4.685484], [2.416233, -5.409580, -0.064001], [1.017427, -5.038251, 0.320330], [0.101440, -6.000022, 0.347448], [0.690864, -3.871836, 0.620020], [2.512492, -6.463662, -0.308484], [3.087663, -5.164769, 0.760297], [2.703545, -4.804958, -0.927271], [0.325123, -6.955505, 0.133852], [-0.848533, -5.775499, 0.600518], [-3.455161, -3.883774, -0.231508], [-2.595994, -3.193313, -1.772717], [-3.303311, -2.922165, -2.934564], [-2.698337, -2.500172, -4.039890], [-1.381912, -2.336163, -4.031476], [-0.599776, -2.550576, -2.898420], [-1.231680, -2.984637, -1.744422], [0.890973, -2.343008, -2.957745], [1.415009, -1.919927, -3.960397], [1.546707, -2.748473, -1.889550], [-4.375510, -3.071607, -2.985493], [-0.913560, -2.024188, -4.956411], [-0.674043, -3.199315, -0.843818], [-1.184943, 0.787196, 0.564915], [-1.366648, 0.709999, 2.071011], [-2.966217, 1.736731, 2.718669], [-2.417296, 3.505047, 2.090024], [-1.092165, 3.902131, 1.948685], [-0.779266, 5.205156, 1.585033], [-1.788157, 6.131376, 1.374342], [-3.114740, 5.752248, 1.533760], [-3.423818, 4.451015, 1.892556], [-4.222734, 1.304228, 1.270211], [-4.239952, 1.932810, 0.026540], [-5.174820, 1.575398, -0.934007], [-6.120136, 0.597191, -0.655701], [-6.115395, -0.032422, 0.578966], [-5.168209, 0.315664, 1.531122], [0.481708, 0.284870, -0.023648], [1.628937, 1.335194, 0.907916], [2.297070, 0.809858, 2.012198], [3.181245, 1.600027, 2.729418], [3.398844, 2.914765, 2.344380], [2.714957, 3.448652, 1.259297], [1.825789, 2.666045, 0.541673], [0.615517, 0.868995, -1.725095], [1.897498, 0.974306, -2.269836], [2.059740, 1.339583, -3.591729], [0.944842, 1.630055, -4.367837], [-0.325949, 1.568466, -3.818411], [-0.499474, 1.161640, -2.503950], [-1.264609, 1.821290, 0.212925], [-1.943005, 0.188417, 0.055819], [-0.514139, 1.143491, 2.597530], [-1.472058, -0.324629, 2.401542], [-0.284911, 3.201439, 2.134640], [0.257643, 5.499057, 1.478220], [-1.543329, 7.148253, 1.097770], [-3.906965, 6.474501, 1.387003], [-4.460074, 4.156879, 2.019729], [-3.529566, 2.720253, -0.196670], [-5.166421, 2.063409, -1.900701], [-6.863725, 0.335242, -1.397628], [-6.844254, -0.801241, 0.800545], [-5.162787, -0.184031, 2.494085], [2.096553, -0.209344, 2.321436], [3.701399, 1.188341, 3.584554], [4.104964, 3.523950, 2.892419], [2.883352, 4.477053, 0.968217], [1.287555, 3.080070, -0.302533], [2.765453, 0.775448, -1.649403], [3.049569, 1.389214, -4.023845], [1.075624, 1.909184, -5.404585], [-1.193595, 1.826521, -4.411115], [-1.500957, 1.075763, -2.097392]],
  "atomic_forces_ev_per_a": [[-0.13, -0.27, 0.02], [-0.16, -0.06, 0.27], [0.47, 0.10, -0.42], [-0.75, -0.03, -0.28], [-0.12, -0.13, 0.44], [0.13, 0.09, -0.22], [0.01, 0.00, -0.10], [0.01, 0.02, 0.00], [0.02, 0.00, 0.01], [0.03, 0.01, 0.01], [-0.11, -0.03, 0.08], [0.02, 0.01, 0.02], [-0.04, 0.15, -0.03], [0.07, -0.45, -0.05], [-0.02, 0.14, 0.06], [0.18, 0.63, 0.11], [0.03, 0.00, -0.02], [-0.02, 0.00, 0.03], [0.00, -0.06, -0.03], [0.07, -0.01, -0.03], [-0.07, 0.08, -0.01], [-0.05, 0.07, -0.04], [-0.02, 0.07, -0.02], [0.02, -0.12, 0.08], [-0.10, 0.01, -0.15], [0.04, 0.07, 0.13], [-0.03, 0.10, -0.02], [0.01, -0.07, 0.03], [-0.16, -0.09, -0.52], [-0.01, 0.05, 0.22], [0.31, 0.14, 0.44], [0.00, 0.03, 0.04], [0.02, 0.03, 0.01], [-0.08, 0.00, -0.09], [0.11, -0.41, 0.01], [-0.16, 0.15, -0.06], [0.15, -0.15, -0.16], [-0.08, 0.06, 0.08], [0.02, -0.14, 0.06], [0.02, 0.04, 0.00], [0.01, 0.02, -0.01], [0.01, 0.02, 0.01], [-0.01, -0.10, 0.03], [0.05, -0.01, 0.05], [0.08, 0.02, -0.04], [0.02, -0.02, -0.01], [-0.02, 0.00, -0.04], [0.01, -0.12, -0.04], [0.11, -0.01, 0.12], [0.24, 0.22, 0.12], [0.01, -0.08, 0.00], [-0.18, 0.09, -0.11], [0.03, -0.03, 0.08], [0.01, -0.05, 0.01], [0.00, 0.05, -0.02], [0.03, -0.04, -0.02], [0.10, -0.18, -0.04], [-0.05, -0.06, 0.05], [-0.01, -0.02, -0.02], [0.02, 0.06, 0.00], [-0.07, -0.05, -0.06], [-0.06, -0.04, 0.11], [-0.01, -0.03, -0.05], [0.01, 0.06, -0.06], [-0.02, -0.07, 0.05], [-0.05, 0.04, 0.05], [-0.02, 0.06, -0.02], [0.00, 0.00, 0.00], [0.00, 0.00, 0.00], [-0.01, -0.01, -0.01], [-0.01, 0.07, -0.03], [0.00, 0.00, 0.01], [-0.03, 0.03, 0.02], [0.02, -0.01, 0.01], [-0.02, 0.02, 0.01], [-0.07, 0.02, 0.00], [0.10, 0.06, 0.07], [0.00, 0.00, 0.01], [-0.01, 0.02, 0.00], [-0.01, 0.00, 0.00], [0.06, 0.03, -0.02], [0.03, -0.03, -0.07], [0.01, 0.01, 0.02], [-0.03, 0.02, 0.00], [0.02, -0.06, -0.04], [0.03, 0.03, -0.02]],
  "mulliken_charge": [0.7537, -0.1039, 0.6095, -0.6319, 0.5482, -0.0873, 0.0257, -0.1644, 0.4207, -0.1590, -0.1148, -0.1675, -0.9853, 0.9418, -0.3575, -0.6322, 0.5081, 0.1391, 0.1747, 0.2093, 0.2045, -0.1749, -0.2470, -0.2093, -0.6098, -0.4853, 0.6264, 0.4832, -0.1454, -0.6482, -0.0533, 0.3962, 0.5244, 0.3070, -0.7377, -1.6494, 0.2436, 0.0418, 0.0191, -0.6617, -0.6471, -0.5957, -0.4320, 0.0021, 0.3155, -0.7361, -0.5279, -0.6437, -0.5336, 0.4244, 0.3030, -0.4963, -0.8799, -0.8443, -0.6624, -0.6800, 0.4680, -0.2072, -0.7434, -0.7001, -0.5503, -0.8462, 0.5087, 1.0153, 0.5473, 0.5274, 0.5455, 0.4363, 0.3991, 0.4080, 0.4628, 0.4181, 0.4336, 0.4309, 0.4403, 0.3571, 0.7403, 0.5378, 0.4427, 0.5496, 0.5952, 0.4372, 0.4505, 0.4149, 0.4542, 0.5093]
}


(3)
{
  "formula": "C4H4FNO3",
  "method": "wB97M-V/def2-TZVPD",
  "smiles": "O=C([C@H]1C[C@@H]1F)[N+](=O)[O-]",
  "e_homo_ev": -10.97,
  "e_above_lowest_ev": 1.175,
  "charge": 0,
  "lumo_ev": -1.0,
  "homo_lumo_gap_ev": 9.95,
  "e_tot_ev": -14558.2916,
  "symbols": ["O", "C", "C", "C", "C", "F", "N", "O", "O", "H", "H", "H", "H"],
  "coordinates": [[0.806583, 1.819980, -0.253099], [0.043050, 0.916978, -0.537186], [-0.006122, -0.458793, -0.080128], [1.171180, -1.019121, 0.628009], [0.046459, -0.605362, 1.483564], [-0.887065, -1.498444, 1.918333], [-1.041321, 1.271117, -1.547768], [-1.756965, 0.330209, -1.788888], [-1.097885, 2.379971, -2.042865], [-0.799042, -1.027739, -0.638373], [1.373218, -2.019194, 0.347193], [2.033130, -0.434888, 0.439749], [0.114779, 0.345285, 2.071460]],
  "atomic_forces_ev_per_a": [[-1.27, -1.88, -0.24], [2.39, 2.47, 0.75], [-2.18, 0.37, -0.32], [-0.11, -0.56, -0.62], [-0.26, 1.13, -0.89], [0.80, 0.10, 0.29], [-0.28, 0.62, -0.70], [-1.10, -0.04, -0.78], [0.22, -0.94, 0.68], [1.33, 0.16, 1.14], [-0.16, -1.13, 0.36], [0.79, 0.87, 0.81], [-0.17, -1.16, -0.48]],
  "mulliken_charge": [-0.4831, 0.1131, -0.0228, -0.7459, 0.1334, -0.2916, 1.0086, -0.5873, -0.5380, 0.4902, 0.2617, 0.3014, 0.3604]
}